DFT (ωB97M-V/def2-TZVPD) results for a molecular structure, C27H19FeI2N7OS3.

```
60
Properties=species:S:1:pos:R:3:lowdin_spin:R:1
Fe -0.13064 -0.13510 -0.78384 3.718
C -5.60008 -0.44472 2.50399 0.001
C -4.72179 0.57561 1.78611 0.001
N -3.33494 0.49404 2.17063 0.003
C -2.38685 -0.27143 1.55944 0.005
S -2.68818 -1.11357 0.11620 0.022
N -1.23328 -0.27848 2.24504 0.001
N -0.18433 -0.69800 1.51316 0.021
C 0.85546 -1.12036 2.14552 0.002
C 0.92410 -1.28024 3.63408 0.001
C 2.02772 -1.43816 1.31403 0.003
C 3.05493 -2.25621 1.78343 0.001
C 4.12684 -2.53113 0.95226 0.001
C 4.15375 -1.97703 -0.31611 0.000
C 3.09570 -1.16447 -0.70053 0.003
N 2.06556 -0.89354 0.09382 0.025
H -6.63786 -0.36571 2.16758 0.000
H -5.57856 -0.29384 3.58676 0.000
H -5.24136 -1.45223 2.28669 0.000
H -5.06850 1.59393 1.98132 0.000
H -4.76842 0.41229 0.71033 0.001
H -3.04846 0.87827 3.05741 0.000
H 0.09384 -0.74099 4.08153 0.000
H 1.87018 -0.89399 4.02453 0.000
H 0.84759 -2.33229 3.92807 0.000
H 2.99658 -2.68035 2.77685 0.000
H 4.92853 -3.17715 1.29146 0.000
H 4.96747 -2.16494 -1.00313 0.000
H 3.06288 -0.69048 -1.67351 0.000
I -4.53229 2.63185 -1.86325 0.000
C -3.09427 2.99451 -0.39831 0.001
C -3.36572 3.89801 0.62870 0.000
C -2.45184 4.13404 1.62767 0.000
I -2.96430 5.50742 3.13338 0.000
C -1.19112 3.48398 1.62691 0.001
C -0.16341 3.66530 2.57610 -0.002
C 1.01451 2.98222 2.44890 0.001
C 1.17346 2.08397 1.38199 0.000
N 0.22939 1.87778 0.49996 0.022
C -0.92827 2.55913 0.58882 0.002
C -1.89792 2.24461 -0.46693 0.003
O -1.63044 1.37621 -1.32547 0.034
H -4.31630 4.41476 0.63776 0.000
H -0.31800 4.35005 3.40075 0.000
H 1.81374 3.11254 3.16777 0.000
H 2.08524 1.50873 1.25703 0.000
S -0.12356 -2.13013 -2.12608 0.046
C 1.07335 -1.85271 -3.35948 0.005
C 1.47993 -2.93263 -4.15212 0.006
C 2.41930 -2.81456 -5.16808 0.000
C 2.79419 -3.97233 -5.93405 0.000
N 3.09330 -4.90860 -6.53529 -0.001
C 2.99180 -1.55748 -5.41932 0.004
C 2.60223 -0.47268 -4.64607 0.004
C 1.65649 -0.56874 -3.61333 0.007
S 1.25904 0.84141 -2.68692 0.051
C 3.98007 -1.37988 -6.45022 0.001
N 4.77978 -1.23074 -7.26596 0.002
H 1.03722 -3.90137 -3.95810 0.001
H 3.04648 0.49554 -4.83986 0.001
```

Calculated values
Kohn-Sham gap (alpha / beta) = 5.1 / 5.2 eV
Total charge = -2
2S+1 = 5
Expectation value of S² = 6.013